# 1
Molecular formula: C4H7NOS
Method: DFT, ωB97M-V with the def2-TZVPD basis set

CARTESIAN COORDINATES (ANGSTROEM)
C -1.959 -0.308 0.032
N -1.576 -1.434 0.244
C 0.746 1.576 0.074
C 0.893 -0.998 0.134
H 2.007 -1.048 -0.278
O 0.248 -2.026 -0.168
H -2.018 -2.303 0.117
H -0.254 2.031 -0.288
H 0.988 -0.868 1.292
S -2.351 1.195 -0.034
H 0.297 0.193 -1.473
C 0.627 0.264 -0.461
H 0.751 1.500 1.127
H 1.600 2.226 -0.319

Properties
E_HOMO (alpha / beta)   -7.7 / -8.1 eV
Calculated total energy   -18628.7834 eV
LUMO (alpha / beta)   -0.83 / -0.38 eV
Energy relative to the best compared isomer or geometry (same formula, charge and spin)   556.4 kJ/mol
Strongest force on any atom   4.333 eV Å⁻¹
HOMO-LUMO gap (alpha / beta)   0.2519 / 0.2830 Ha

# 2
Molecular formula: C4H7NOS
Method: DFT, ωB97M-V with the def2-TZVPD basis set

CARTESIAN COORDINATES (ANGSTROEM)
H -0.143 -2.683 0.521
H -3.029 -0.031 -0.236
H 2.130 1.066 -0.876
C -0.989 0.739 -0.024
C 1.015 -0.665 -0.073
C -2.334 0.810 -0.032
H -2.839 1.726 -0.083
H 1.637 1.246 0.804
H 3.067 0.135 0.338
O 1.473 -1.833 -0.172
C 2.022 0.470 0.071
S -1.357 -1.983 0.013
H -0.300 1.531 -0.070
N -0.353 -0.529 -0.181

Properties
E_HOMO   -8.7 eV
SMILES   C=CN(S)C(C)=O
Calculated total energy   -18632.6396 eV
LUMO   0.73 eV
Energy relative to the best compared isomer or geometry (same formula, charge and spin)   184.3 kJ/mol
Strongest force on any atom   3.687 eV Å⁻¹
HOMO-LUMO gap   0.3452 Ha

# 3
Molecular formula: C4H7NOS
Method: DFT, ωB97M-V with the def2-TZVPD basis set

CARTESIAN COORDINATES (ANGSTROEM)
N 0.706 -1.098 0.684
H -0.370 3.313 0.455
H 0.013 -2.600 1.986
C -0.171 -1.087 -0.445
S 1.192 -2.562 1.428
H -0.248 2.308 -1.571
H 1.566 -0.556 0.659
C -0.251 0.225 -1.109
O -0.781 1.513 1.543
H 0.008 0.081 -2.213
C -0.237 1.548 -0.756
H 0.204 -1.783 -1.187
H -1.166 -1.425 -0.031
C -0.463 2.123 0.556

Properties
E_HOMO   -8.5 eV
SMILES   O=C/C=C\CNS
Calculated total energy   -18631.6403 eV
LUMO   -0.27 eV
Energy relative to the best compared isomer or geometry (same formula, charge and spin)   280.7 kJ/mol
Strongest force on any atom   3.485 eV Å⁻¹
HOMO-LUMO gap   0.3012 Ha

# 4
Molecular formula: C4H7NOS
Method: DFT, ωB97M-V with the def2-TZVPD basis set

CARTESIAN COORDINATES (ANGSTROEM)
N -0.707 1.654 -1.952
O -0.151 -0.924 1.914
C 1.128 -0.628 1.491
H 1.534 0.300 1.998
H -0.401 2.153 -0.965
H -2.148 -0.571 1.446
H -1.122 -0.530 -2.058
H 0.321 1.367 -2.431
C -0.575 -0.033 -0.175
C -1.051 -0.497 1.030
C -1.223 0.439 -1.422
S 1.164 -0.107 -0.339
H 1.951 -1.431 1.660
H -2.270 0.542 -1.413

Properties
E_HOMO   -7.7 eV
SMILES   NCC1=COCS1
Calculated total energy   -18631.4597 eV
LUMO   0.70 eV
Energy relative to the best compared isomer or geometry (same formula, charge and spin)   298.1 kJ/mol
Strongest force on any atom   5.408 eV Å⁻¹
HOMO-LUMO gap   0.3098 Ha

# 5
Molecular formula: C4H7NOS
Method: DFT, ωB97M-V with the def2-TZVPD basis set

CARTESIAN COORDINATES (ANGSTROEM)
C 2.298 0.260 -0.038
H 0.857 2.712 -0.072
C 0.767 0.459 0.283
N -1.402 -0.805 0.637
H 3.003 0.388 0.954
C -0.046 -0.732 0.789
C 0.320 1.729 0.189
O 2.672 -0.979 -0.587
H 1.628 -1.325 -1.153
H 0.252 -1.611 1.368
H 2.479 1.201 -0.607
H -3.545 -0.658 -0.485
S -2.221 0.027 -0.470
H -0.729 2.033 0.435

Properties
E_HOMO   -8.6 eV
Calculated total energy   -18629.8074 eV
LUMO   -0.31 eV
Energy relative to the best compared isomer or geometry (same formula, charge and spin)   457.6 kJ/mol
Strongest force on any atom   6.323 eV Å⁻¹
HOMO-LUMO gap   0.3050 Ha

# 6
Molecular formula: C4H7NOS2
Method: DFT, ωB97M-V with the def2-TZVPD basis set

CARTESIAN COORDINATES (ANGSTROEM)
N -2.153 -0.641 -0.062
H 2.054 -0.714 -1.245
S -1.235 1.843 -0.418
C -1.129 0.189 -0.356
C 0.184 -0.675 -0.400
C 1.512 0.017 -0.687
H 3.129 1.004 0.489
C 2.147 0.525 0.629
H 2.205 -0.271 1.370
H 1.463 1.239 1.153
S -3.775 -0.147 -0.059
H -1.938 -1.639 0.011
H 1.267 0.910 -1.302
H -3.837 0.234 1.255
O 0.108 -1.874 -0.377

Properties
E_HOMO   -8.7 eV
SMILES   CCC(=O)C(=S)NS
Calculated total energy   -29468.8262 eV
LUMO   -0.69 eV
Energy relative to the best compared isomer or geometry (same formula, charge and spin)   93.0 kJ/mol
Strongest force on any atom   2.212 eV Å⁻¹
HOMO-LUMO gap   0.2954 Ha

# 7
Molecular formula: C4H7NOS2
Method: DFT, ωB97M-V with the def2-TZVPD basis set

CARTESIAN COORDINATES (ANGSTROEM)
H -0.570 -1.242 3.052
H 1.941 1.788 -0.360
H 0.893 2.403 -1.628
S -1.010 -1.097 -0.597
S -0.364 1.942 0.336
C 0.978 1.666 -0.849
H -1.186 -2.376 1.928
H -0.075 -0.659 -2.763
H 0.530 -2.114 1.872
N -0.063 0.635 1.367
O 1.030 0.421 -1.490
H -0.966 0.786 -2.056
C -0.420 -1.605 2.030
C -0.240 -0.027 -1.847
C -0.477 -0.521 1.004

Properties
E_HOMO   -8.6 eV
SMILES   CC1=NSCOCS1
Calculated total energy   -29468.0495 eV
LUMO   0.72 eV
Energy relative to the best compared isomer or geometry (same formula, charge and spin)   168.0 kJ/mol
Strongest force on any atom   1.273 eV Å⁻¹
HOMO-LUMO gap   0.3435 Ha

# 8
Molecular formula: C4H7NOS2
Method: DFT, ωB97M-V with the def2-TZVPD basis set

CARTESIAN COORDINATES (ANGSTROEM)
N -0.798 -1.152 -0.327
H -3.140 1.598 0.210
H -3.083 0.478 -1.197
S 1.168 1.640 -0.500
C -2.479 0.960 -0.393
C 1.231 0.189 0.203
H -1.683 1.592 -0.830
H 2.758 -0.974 1.152
H 2.565 0.734 1.774
C 0.567 -1.013 -0.449
C 2.029 -0.163 1.407
H 1.358 -0.544 2.210
O 1.250 -1.820 -1.060
S -1.800 -0.272 0.724
H -1.168 -1.982 -0.741

Properties
E_HOMO   -8.9 eV
SMILES   CSNC(=O)C(C)=S
Calculated total energy   -29469.0554 eV
LUMO   -0.40 eV
Energy relative to the best compared isomer or geometry (same formula, charge and spin)   70.9 kJ/mol
Strongest force on any atom   0.926 eV Å⁻¹
HOMO-LUMO gap   0.3131 Ha

# 9
Molecular formula: C4H7NOS2
Method: DFT, ωB97M-V with the def2-TZVPD basis set

CARTESIAN COORDINATES (ANGSTROEM)
S -1.241 1.714 1.263
N 2.694 -1.155 0.091
H 1.426 -2.623 -0.899
C -0.954 -0.950 -0.149
H 0.665 0.469 0.167
S -0.960 -0.097 -1.778
C 0.441 -0.363 -0.531
H -1.687 -0.758 1.804
H -0.365 1.605 2.421
C 1.606 -1.407 -0.572
C -1.821 -0.061 0.982
H 3.517 0.486 0.762
O 2.613 0.200 0.611
H -0.906 -2.015 -0.403
H -2.827 0.144 0.478

Properties
E_HOMO   -9.0 eV
SMILES   O/N=C\[C@H]1S[C@@H]1CS
Calculated total energy   -29464.9246 eV
LUMO   0.59 eV
Energy relative to the best compared isomer or geometry (same formula, charge and spin)   469.5 kJ/mol
Strongest force on any atom   4.011 eV Å⁻¹
HOMO-LUMO gap   0.3514 Ha

# 10
Molecular formula: C4H7NOS2
Method: DFT, ωB97M-V with the def2-TZVPD basis set

CARTESIAN COORDINATES (ANGSTROEM)
S 0.958 2.492 -0.388
O -1.715 -0.152 -0.436
S 2.970 -0.231 0.383
H -3.202 0.550 0.710
H 0.293 -1.843 0.529
H -1.917 1.702 0.959
H 1.870 -0.506 -1.800
H 2.527 1.010 1.387
H -1.803 -0.196 1.596
N -0.431 -0.169 -0.604
H 0.192 -2.257 -1.394
C 0.583 0.779 -0.518
C -2.173 0.481 0.786
C 0.242 -1.370 -0.478
C 1.605 -0.291 -0.731

Properties
E_HOMO   -8.6 eV
SMILES   CON1C[C@H](S)C1=S
Calculated total energy   -29463.6308 eV
LUMO   0.17 eV
Energy relative to the best compared isomer or geometry (same formula, charge and spin)   594.3 kJ/mol
Strongest force on any atom   5.471 eV Å⁻¹
HOMO-LUMO gap   0.3219 Ha

# 11
Molecular formula: C4H7NS
Method: DFT, ωB97M-V with the def2-TZVPD basis set

CARTESIAN COORDINATES (ANGSTROEM)
H -1.192 -0.953 2.044
H 0.025 -1.325 -2.582
C -0.924 0.022 1.688
C 0.612 -0.530 -2.062
H 0.463 1.394 2.439
C -0.439 -0.180 0.332
H -1.897 0.513 1.611
S 0.558 0.963 -3.027
H 1.328 0.462 -4.020
H -0.326 0.502 3.602
N 0.104 0.481 2.680
H 1.626 -0.933 -1.978
C 0.061 -0.416 -0.727

Properties
E_HOMO   -9.1 eV
SMILES   NCC#CCS
Calculated total energy   -16584.5705 eV
LUMO   0.87 eV
Energy relative to the best compared isomer or geometry (same formula, charge and spin)   227.8 kJ/mol
Strongest force on any atom   2.271 eV Å⁻¹
HOMO-LUMO gap   0.3664 Ha

# 12
Molecular formula: C4H7NS
Method: DFT, ωB97M-V with the def2-TZVPD basis set

CARTESIAN COORDINATES (ANGSTROEM)
C -0.992 1.344 -1.089
H 0.451 0.566 1.858
H -0.798 -1.619 -1.645
C 0.784 -0.266 1.391
H 1.283 -0.699 -0.633
S -1.960 2.603 -1.448
N 0.203 0.927 -0.673
C 0.338 -0.399 -0.084
H 1.791 -0.243 1.404
H 0.859 1.748 -0.355
H -1.459 -1.645 -0.027
C -0.903 -1.120 -0.675
H 0.403 -1.198 1.978

Properties
E_HOMO (alpha / beta)   -8.5 / -7.3 eV
Calculated total energy   -16582.3615 eV
LUMO (alpha / beta)   -0.02 / 0.06 eV
Energy relative to the best compared isomer or geometry (same formula, charge and spin)   440.9 kJ/mol
Strongest force on any atom   6.034 eV Å⁻¹
HOMO-LUMO gap (alpha / beta)   0.3103 / 0.2714 Ha

# 13
Molecular formula: C4H7NS
Method: DFT, ωB97M-V with the def2-TZVPD basis set

CARTESIAN COORDINATES (ANGSTROEM)
C 0.476 1.039 0.563
H 0.312 -1.843 0.342
C 1.437 0.694 -0.331
H 2.529 -1.100 0.898
H 1.416 1.184 -1.402
C -2.056 0.062 -0.433
H 0.305 0.946 1.645
H -0.084 1.786 0.052
H -2.537 0.006 -1.445
C -1.329 -0.953 -0.096
N -0.696 -1.959 0.209
H -2.482 0.693 0.263
S 2.709 -0.555 -0.265

Properties
E_HOMO   -8.4 eV
SMILES   C=C=N.C=CS
Calculated total energy   -16583.5631 eV
LUMO   0.83 eV
Energy relative to the best compared isomer or geometry (same formula, charge and spin)   325.0 kJ/mol
Strongest force on any atom   3.332 eV Å⁻¹
HOMO-LUMO gap   0.3392 Ha

# 14
Molecular formula: C4H7NS
Method: DFT, ωB97M-V with the def2-TZVPD basis set

CARTESIAN COORDINATES (ANGSTROEM)
N 1.454 0.058 -0.641
H 1.718 1.648 0.783
H -0.639 -1.436 1.503
H 1.817 -1.516 0.774
H 1.050 0.090 -1.562
C -0.296 -0.798 0.691
H 0.932 -1.965 -0.820
C 1.041 -1.196 0.063
H 0.700 2.031 -0.622
C -0.338 0.674 0.806
C 0.951 1.244 0.110
H -0.702 1.045 1.757
S -1.451 0.009 -0.459

Properties
E_HOMO   -9.0 eV
SMILES   C1NC[C@H]2S[C@@H]12
Calculated total energy   -16585.8136 eV
LUMO   0.99 eV
Energy relative to the best compared isomer or geometry (same formula, charge and spin)   107.8 kJ/mol
Strongest force on any atom   3.068 eV Å⁻¹
HOMO-LUMO gap   0.3659 Ha

# 15
Molecular formula: C4H7NS
Method: DFT, ωB97M-V with the def2-TZVPD basis set

CARTESIAN COORDINATES (ANGSTROEM)
H 3.497 0.615 1.003
H -1.612 -1.049 -0.292
H 3.405 -1.140 1.704
C 3.237 -0.441 0.791
H 3.754 -1.033 -0.020
H -1.166 1.328 -0.327
N 1.887 -0.412 0.267
H -2.422 1.388 -1.583
C -2.234 1.039 -0.541
H -2.766 1.745 0.039
C -2.460 -0.405 -0.403
C 0.769 -0.380 -0.115
S -3.888 -1.256 -0.522

Properties
E_HOMO (alpha / beta)   -8.2 / -8.2 eV
Calculated total energy   -16584.0569 eV
LUMO (alpha / beta)   0.16 / 0.16 eV
Energy relative to the best compared isomer or geometry (same formula, charge and spin)   277.3 kJ/mol
Strongest force on any atom   2.827 eV Å⁻¹
HOMO-LUMO gap (alpha / beta)   0.3078 / 0.3078 Ha

# 16
Molecular formula: C4H7NS
Method: DFT, ωB97M-V with the def2-TZVPD basis set

CARTESIAN COORDINATES (ANGSTROEM)
H 1.597 1.873 1.720
H 1.127 0.334 -1.676
N 0.577 -0.445 -1.387
H -0.538 0.652 1.563
H -0.409 2.943 0.579
H 2.144 1.142 0.121
C -0.108 -0.467 -0.229
S -1.032 -1.766 0.215
H 0.472 -1.248 -2.019
C 1.306 1.524 0.717
H 0.110 2.200 -1.057
C 0.118 2.119 0.048
C 0.013 0.736 0.638

Properties
E_HOMO   -8.2 eV
SMILES   NC(=S)C1CC1
Calculated total energy   -16586.1904 eV
LUMO   0.84 eV
Energy relative to the best compared isomer or geometry (same formula, charge and spin)   71.5 kJ/mol
Strongest force on any atom   1.179 eV Å⁻¹
HOMO-LUMO gap   0.3338 Ha

# 17
Molecular formula: C4H7NS
Method: DFT, ωB97M-V with the def2-TZVPD basis set

CARTESIAN COORDINATES (ANGSTROEM)
H -0.651 -2.311 0.898
C -0.058 1.814 0.779
C 1.139 0.217 -0.614
C 0.518 -1.125 -0.621
H 1.191 -1.948 -1.031
S -1.273 2.923 0.749
H -1.163 -0.657 0.665
H 0.185 -1.067 1.690
H -0.288 -1.147 -1.306
H 2.029 0.360 -1.249
C -0.295 -1.291 0.755
H -1.834 3.057 -0.611
N 0.500 1.174 -0.105

Properties
E_HOMO   -8.0 eV
Calculated total energy   -16583.8357 eV
LUMO   0.44 eV
Energy relative to the best compared isomer or geometry (same formula, charge and spin)   298.7 kJ/mol
Strongest force on any atom   2.356 eV Å⁻¹
HOMO-LUMO gap   0.3092 Ha

# 18
Molecular formula: C4H7NS2
Method: DFT, ωB97M-V with the def2-TZVPD basis set

CARTESIAN COORDINATES (ANGSTROEM)
H -0.858 0.193 1.929
C -2.079 -0.021 -0.678
S 1.273 -1.396 -0.228
S -0.406 0.355 -0.409
H 0.921 0.354 1.590
H 1.746 0.368 -1.445
H -0.162 1.772 1.545
H -2.336 -0.278 -1.625
C -0.151 0.739 1.386
C -2.851 -0.128 0.512
H 3.214 -0.123 -0.729
N -3.236 -0.193 1.593
H 2.559 -1.129 -2.161
C 2.365 -0.513 -1.280

Properties
E_HOMO (alpha / beta)   -8.1 / -8.1 eV
Calculated total energy   -27418.8660 eV
LUMO (alpha / beta)   -1.02 / -1.02 eV
Energy relative to the best compared isomer or geometry (same formula, charge and spin)   287.5 kJ/mol
Strongest force on any atom   5.142 eV Å⁻¹
HOMO-LUMO gap (alpha / beta)   0.2614 / 0.2614 Ha

# 19
Molecular formula: C4H7NS2
Method: DFT, ωB97M-V with the def2-TZVPD basis set

CARTESIAN COORDINATES (ANGSTROEM)
H -0.992 1.271 0.151
S 0.357 -0.287 4.188
N -1.010 0.836 -1.821
C 0.152 -0.558 -0.084
H 0.416 0.850 2.044
H -1.240 -0.010 -2.509
C -0.933 0.349 -0.477
C 1.265 -0.692 -0.763
H -0.051 1.180 -2.174
H -1.878 -0.128 -0.406
C 0.353 -0.040 2.626
H 1.478 -0.202 -1.688
S -0.109 -1.382 1.411
H 2.191 -1.186 -0.496

Properties
E_HOMO   -8.9 eV
SMILES   C=C(CN)SC=S
Calculated total energy   -27419.9235 eV
LUMO   -0.32 eV
Energy relative to the best compared isomer or geometry (same formula, charge and spin)   185.5 kJ/mol
Strongest force on any atom   4.546 eV Å⁻¹
HOMO-LUMO gap   0.3143 Ha

# 20
Molecular formula: C4H7NiO3
Method: DFT, ωB97M-V with the def2-TZVPD basis set

CARTESIAN COORDINATES (ANGSTROEM)
C 1.139 0.174 0.487
O -1.959 1.118 1.805
C -1.267 0.812 0.802
C -1.541 0.225 -2.129
H 0.985 0.808 -0.392
H 2.435 -1.281 -0.376
H -0.479 0.401 -2.391
H -2.230 0.609 -2.906
H 0.699 -1.649 -0.574
Ni -0.693 0.388 3.076
H 1.925 0.618 1.108
C 1.454 -1.254 0.118
O -0.079 0.246 1.273
H 1.496 -1.890 1.012
O -1.884 0.677 -0.915

Properties
E_HOMO (alpha / beta)   -12.4 / -12.9 eV
Calculated total energy   -51433.2473 eV
Charge   +1
Spin multiplicity   3
LUMO (alpha / beta)   -5.82 / -5.72 eV
Energy relative to the best compared isomer or geometry (same formula, charge and spin)   275.1 kJ/mol
<S²>   2.01
Strongest force on any atom   7.745 eV Å⁻¹
HOMO-LUMO gap (alpha / beta)   0.2431 / 0.2627 Ha